Record 1
ORCA calculation (ωB97M-V with the def2-TZVPD basis set) on a cluster of 2 separate species, C6H14OSi in total at a distorted geometry.

Each line ends with the natural charge from an NBO analysis.
Geometry (Å):
C  -0.8089  -0.5521  2.4851  -0.3566
C  -0.4319  -0.9690  1.2920  -0.4703
C  0.2769  -2.2812  1.2589  -0.6434
C  -0.6087  -0.6199  -2.7556  -0.2481
C  2.8196  2.0084  -0.0913  -0.5517
C  -1.4375  1.6211  -0.1339  -1.1379
O  -0.3011  -0.8854  -1.3884  -0.8980
Si  -0.2539  0.1695  -0.1668  1.5553
H  -1.3699  0.3861  2.6675  0.1795
H  -0.6214  -1.0844  3.3052  0.1724
H  -0.4448  -2.9378  0.8485  0.2248
H  0.3359  -2.7165  2.2015  0.2001
H  1.2912  -2.2088  0.8949  0.2200
H  -1.6857  -0.9678  -3.1091  0.1755
H  0.1577  -1.1922  -3.2115  0.1903
H  -0.5272  0.3626  -3.1556  0.1745
H  3.3288  2.6905  0.5081  0.1601
H  3.2323  1.0178  0.0235  0.1649
H  2.2249  2.2709  -1.0011  0.1773
H  -1.4412  2.1104  0.7335  0.2391
H  -1.3403  2.4394  -0.9352  0.2425
H  -2.3949  1.3383  -0.2702  0.2296

Cartesian forces (eV/Å) of the 3 atoms listed first:
C -1.9 3.4 -2.1
C 1.1 0.7 0.2
C -0.3 0.7 -0.4

Output
Orbital gap (alpha / beta)   8.744 / 6.912 eV
Spin multiplicity   1
M   130.263 g mol⁻¹
Max |F|   5.04 eV/Å
E_HOMO (alpha / beta)   -0.31580 / -0.24233 hartree

---

Record 2
ORCA calculation (ωB97M-V with the def2-TZVPD basis set) on a structure of composition C25H30CoO5.

Each line ends with the natural charge from an NBO analysis.
Geometry (Å):
Co  0.6813  1.0716  -0.0006  1.1712
C  -1.0269  3.0335  1.7958  -0.0879
C  -1.1953  1.6034  2.2919  -0.1008
O  -0.0467  0.7854  2.0702  -0.5713
C  1.0489  0.8703  2.9740  -0.0925
C  2.0140  1.9889  2.6153  -0.0905
O  2.3482  1.9113  1.2335  -0.5930
C  3.6432  1.3680  0.9370  -0.0767
C  3.6580  0.9625  -0.5148  -0.0961
O  2.9347  -0.2422  -0.6206  -0.5788
C  2.2343  -0.4383  -1.8924  -0.0982
C  0.7011  1.4786  -2.7030  -0.0711
O  0.7431  2.6829  -1.8679  -0.5899
C  -0.4186  3.4870  -1.8102  -0.0748
C  -1.2906  3.1503  -0.6122  -0.0969
O  -0.4141  3.0945  0.5181  -0.5820
H  -0.3807  3.5972  2.4678  0.1808
H  -2.0074  3.5173  1.7862  0.1925
H  -1.9934  1.1030  1.7411  0.2304
H  -1.4504  1.6204  3.3558  0.1847
H  1.5641  -0.0867  2.8773  0.2073
H  0.7009  0.9781  4.0055  0.1884
H  2.9062  1.9150  3.2411  0.1945
H  1.5648  2.9672  2.7776  0.1915
H  3.8356  0.4801  1.5471  0.1874
H  4.4038  2.1244  1.1452  0.1841
H  4.6924  0.8203  -0.8462  0.1827
H  3.1971  1.7627  -1.1090  0.1993
H  2.1403  -1.5154  -1.9751  0.2115
H  2.8658  -0.0758  -2.7106  0.1719
H  -0.2539  1.4583  -3.2337  0.1813
H  1.5066  1.5856  -3.4337  0.1802
H  -1.0177  3.3917  -2.7201  0.1845
H  -0.0781  4.5210  -1.7230  0.1856
H  -1.7860  2.1898  -0.7503  0.2087
H  -2.0373  3.9385  -0.4703  0.1743
C  0.8893  0.2465  -1.8581  -0.4370
C  -0.2707  -0.2059  -1.1631  -0.3884
C  -0.8093  -1.3971  -0.7401  -0.1311
C  -0.0966  -2.7078  -0.8440  -0.0827
C  1.1477  -2.8979  -0.2415  -0.2150
C  1.8145  -4.1128  -0.3238  -0.2201
C  1.2427  -5.1807  -1.0010  -0.2310
C  0.0007  -5.0154  -1.6019  -0.2354
C  -0.6562  -3.7960  -1.5241  -0.1499
C  -2.1920  -1.4261  -0.2206  -0.0616
C  -3.0795  -0.3592  -0.4366  -0.2322
C  -4.3851  -0.3853  0.0262  -0.2099
C  -4.8694  -1.4872  0.7224  -0.2585
C  -4.0094  -2.5515  0.9575  -0.2270
C  -2.6985  -2.5191  0.5027  -0.1764
H  1.5931  -2.0689  0.2963  0.2140
H  2.7817  -4.2310  0.1507  0.2053
H  1.7583  -6.1314  -1.0563  0.2066
H  -0.4587  -5.8433  -2.1288  0.2065
H  -1.6197  -3.6709  -2.0056  0.2058
H  -2.7241  0.4815  -1.0145  0.2110
H  -5.0446  0.4522  -0.1754  0.1994
H  -5.8957  -1.5199  1.0663  0.2050
H  -4.3613  -3.4186  1.5046  0.2043
H  -2.0449  -3.3548  0.7216  0.2060

Cartesian forces (eV/Å) of the 3 atoms listed first:
Co 0.1 0.5 0.2
C 0.1 -0.1 0.0
C -0.1 -0.1 -0.1

Output
Orbital gap (alpha / beta)   5.605 / 6.521 eV
Expectation value of S²   3.789
Spin multiplicity   4
M   469.443 g mol⁻¹
Max |F|   0.83 eV/Å
E_HOMO (alpha / beta)   -0.18842 / -0.22210 hartree

---

Record 3
ORCA calculation (ωB97M-V with the def2-TZVPD basis set) on a cluster of 8 separate species, C34H42F10IN2O23S in total at a distorted geometry.

Each line ends with the Löwdin charge.
Geometry (Å):
C  0.2671  -5.3141  -1.2753  -0.0081
C  -0.3441  -4.4586  -2.3845  -0.3690
F  0.0369  -4.9531  -3.6413  -0.0182
C  0.0744  -2.9915  -2.3350  -0.1265
C  -0.5589  -2.2617  -1.1056  -0.2458
C  0.5561  -1.7340  -0.1735  -0.0818
C  1.3134  -0.5153  -0.6893  -0.2595
C  2.2226  0.1316  0.3550  -0.1507
C  3.3389  -0.7795  0.8803  -0.2788
C  4.4694  -1.0023  -0.1323  -0.5855
I  4.1881  -2.7275  -1.3627  0.9945
N  0.2909  0.5197  -1.1268  0.1168
C  -0.6289  0.0023  -2.1743  -0.1068
C  -1.4779  -1.1158  -1.5618  -0.5972
S  -2.6578  -1.5341  -2.8951  0.9839
N  -2.2146  -0.4798  -0.3878  0.0773
C  -3.3767  0.2225  -0.7861  -0.5715
O  -3.3581  1.2446  -1.3659  0.1716
F  -4.4858  -0.3457  -0.3841  0.1975
C  -2.4051  -1.3329  0.7567  -0.5022
O  -2.9540  -2.3598  0.8041  0.2453
F  -1.8791  -0.7508  1.8201  0.1724
H  0.4722  -6.3120  -1.6613  0.0931
H  1.1908  -4.8679  -0.8966  0.0681
H  -0.4164  -5.3969  -0.4246  0.0883
H  -1.4407  -4.5244  -2.3354  0.1284
H  1.1642  -2.9668  -2.2466  0.0720
H  -0.1844  -2.5206  -3.2825  0.1003
H  -1.1392  -3.0114  -0.5614  0.1322
H  1.2869  -2.5405  -0.0763  0.0968
H  0.1894  -1.5188  0.8358  0.1183
H  1.9115  -0.7326  -1.5792  0.1237
H  2.7057  1.0132  -0.0854  0.1271
H  1.6089  0.4848  1.1935  0.1243
H  2.9460  -1.7266  1.2519  0.0871
H  3.7753  -0.2844  1.7544  0.1240
H  4.5776  -0.1669  -0.8237  0.0376
H  5.4247  -1.1672  0.3597  0.0397
H  0.7654  1.3608  -1.4606  0.1933
H  -0.2473  0.7946  -0.2964  0.1801
H  -1.2472  0.8203  -2.5549  0.1321
H  -0.0216  -0.3668  -2.9996  0.1438
H  -2.7877  -2.8543  -2.7341  -0.0874
C  -4.3233  1.3382  -4.3865  -0.0849
C  -5.3976  1.6827  -5.3966  -0.3072
O  -4.6320  2.1746  -6.4824  0.1416
C  -3.3924  1.6153  -6.4316  -0.5423
O  -2.5898  1.6373  -7.2969  0.1971
O  -3.2107  1.0141  -5.2217  0.0339
F  -6.2331  2.6456  -4.9515  0.0877
H  -4.0759  2.2080  -3.7784  0.1357
H  -4.5774  0.5036  -3.7419  0.0997
H  -5.9927  0.8351  -5.7403  0.1755
C  -4.2051  4.9666  0.6953  -0.0417
C  -3.0574  4.6742  -0.2486  -0.3136
O  -1.9460  4.6123  0.6309  0.1231
C  -2.3998  4.2408  1.8614  -0.5617
O  -1.7081  3.8488  2.7406  0.1719
O  -3.7428  4.3452  1.9074  0.0787
F  -2.8535  5.6476  -1.1612  0.0903
H  -4.3277  6.0373  0.8437  0.1314
H  -5.1508  4.5335  0.3871  0.1405
H  -3.1374  3.7199  -0.7740  0.1470
C  9.2445  -2.2018  -2.0165  -0.0282
C  8.3043  -2.8231  -1.0060  -0.3031
O  7.4729  -1.7101  -0.6640  0.0734
C  7.4438  -0.8662  -1.7228  -0.5792
O  6.6586  0.0157  -1.8626  0.1442
O  8.4159  -1.1828  -2.5999  0.0810
F  8.9404  -3.2525  0.1053  0.0921
H  10.1011  -1.7398  -1.5251  0.1470
H  9.5813  -2.8963  -2.7798  0.1407
H  7.6882  -3.6235  -1.4100  0.1284
C  -1.4120  -1.5367  5.4205  -0.0250
C  -0.2735  -2.0126  6.3009  -0.2912
O  0.7603  -2.2608  5.3436  0.1491
C  0.5284  -1.4852  4.2687  -0.5643
O  1.3027  -1.2893  3.3819  0.1505
O  -0.6974  -0.9447  4.3188  0.0573
F  -0.5567  -3.1569  6.9502  0.0970
H  -2.0000  -2.3795  5.0559  0.1477
H  -2.0561  -0.8068  5.9016  0.1272
H  0.0818  -1.2751  7.0220  0.1642
C  -7.7896  7.0128  2.6626  -0.0369
C  -8.9246  7.4761  1.7691  -0.3088
O  -8.2361  7.9227  0.6110  0.1448
C  -7.0562  7.2633  0.5325  -0.5527
O  -6.3486  7.2213  -0.4173  0.1794
O  -6.7988  6.6261  1.7008  0.0478
F  -9.6198  8.5013  2.3024  0.0887
H  -7.4109  7.8421  3.2606  0.1466
H  -8.0422  6.1751  3.3051  0.1409
H  -9.6254  6.6916  1.4794  0.1740
C  6.0566  -5.9246  -5.4696  -0.0294
C  5.4800  -4.6232  -4.9442  -0.3116
O  5.8823  -4.6492  -3.5824  0.0434
C  7.0027  -5.4172  -3.4849  -0.5451
O  7.7056  -5.4332  -2.5260  0.1683
O  7.2028  -6.0992  -4.6221  0.0909
F  4.1310  -4.5760  -5.0034  0.0739
H  5.3599  -6.7485  -5.3139  0.1481
H  6.3632  -5.8849  -6.5097  0.1435
H  5.8850  -3.7266  -5.4156  0.1762
C  0.6269  3.4093  7.3036  -0.0368
C  1.4432  2.1941  7.6988  -0.3133
O  0.4457  1.3037  8.1759  0.1240
C  -0.7382  1.6314  7.5876  -0.5518
O  -1.7147  0.9583  7.6190  0.1710
O  -0.6325  2.8187  6.9614  0.0823
F  2.3264  2.4500  8.6848  0.0891
H  0.4973  4.0773  8.1555  0.1478
H  1.0283  3.9575  6.4573  0.1420
H  1.9747  1.7178  6.8723  0.1716

Cartesian forces (eV/Å) of the 3 atoms listed first:
C -0.1 0.3 0.0
C -0.1 0.1 -0.1
F 0.0 0.1 0.4

Output
Orbital gap   9.276 eV
Spin multiplicity   1
M   1195.652 g mol⁻¹
Max |F|   1.10 eV/Å
E_HOMO   -0.43297 hartree
Net charge   +1

---

Record 4
ORCA calculation (ωB97M-V with the def2-TZVPD basis set) on the ion C9H11N2 with charge +1 at a distorted geometry.

Each line ends with the natural charge from an NBO analysis.
Geometry (Å):
C  -0.6408  -2.2800  2.2525  -0.2473
C  -1.6167  -3.2419  1.9478  -0.1503
C  -0.5530  -1.1961  1.3642  -0.1696
C  -2.6167  -2.9354  0.9248  -0.3251
C  -1.3924  -0.8877  0.2670  -0.1676
C  -2.3515  -1.8463  0.1932  0.1792
C  1.8168  1.9252  -1.6720  0.3090
C  -1.4204  0.4832  -0.3818  -0.4983
C  -0.3089  0.8276  -1.2929  0.1115
N  2.8473  2.5940  -1.1915  -0.7172
N  0.8090  1.5018  -0.8589  -0.5093
H  0.0790  -2.4166  3.1139  0.2478
H  -1.6690  -4.2108  2.4938  0.2363
H  0.0361  -0.2840  1.6345  0.1723
H  -3.4677  -3.5618  0.5265  0.2598
H  1.6085  1.7787  -2.7429  0.2412
H  -2.3464  0.5924  -1.0383  0.2756
H  -1.4958  1.2894  0.3452  0.2350
H  -0.3639  0.7790  -2.3965  0.2014
H  3.5032  2.7805  -1.8785  0.4209
H  3.1548  2.7050  -0.1497  0.4522
H  0.7705  1.5596  0.2074  0.4423

Cartesian forces (eV/Å) of the 3 atoms listed first:
C 0.1 -0.6 -0.7
C -1.4 -0.3 -0.3
C 0.6 2.6 0.5

Output
Orbital gap (alpha / beta)   6.901 / 7.948 eV
Spin multiplicity   1
M   147.201 g mol⁻¹
Max |F|   3.36 eV/Å
E_HOMO (alpha / beta)   -0.41523 / -0.42831 hartree
Net charge   +1